This record from OMol25 describes a gas-phase ion, C7H12O (charge +1). The level of theory is the ωB97M-V functional and the def2-TZVPD basis.

XYZ file:
```
20
Properties=species:S:1:pos:R:3
C -0.69 -2.46 -0.07
C 0.67 -2.12 -0.60
C 0.86 -0.69 -0.89
C 1.28 -0.28 -2.15
C -0.53 2.30 1.09
O -1.51 1.84 2.01
C -0.22 1.20 0.13
C 0.65 0.22 0.23
H -1.34 -2.78 -0.84
H -0.68 -3.20 0.73
H -1.19 -1.56 0.50
H 1.45 -2.48 0.16
H 0.92 -2.66 -1.58
H 1.41 -0.95 -3.00
H 1.73 0.76 -2.44
H -0.83 3.20 0.70
H 0.23 2.51 1.69
H -2.38 1.71 1.22
H -0.86 1.22 -0.79
H 1.40 0.44 1.10
```

Values from the calculation:
Highest occupied orbital energy (spin up / spin down)   -14.2 / -14.1 eV
Spin multiplicity   2
Net charge   +1
Orbital gap (spin up / spin down)   9.45 / 5.42 eV
ΔE to the lowest compared entry with this formula, charge and spin   63.00 kcal per mole
LUMO (spin up / spin down)   -4.752 / -8.686 eV